[1]
C27H42BBrClN2O25PS5 | the ωB97M-V functional and the def2-TZVPD basis

ORCA input file:
```
! RIJCOSX wB97M-V def2-TZVPD def2/J DEFGRID3
* xyz 0 1
Br -1.182 -2.346 -0.228
Cl -0.596 -3.649 3.057
S 8.780 -3.496 -2.149
S -0.116 8.841 -3.054
S -4.941 4.875 -0.398
S -7.430 -4.764 6.930
S -5.809 -1.699 1.393
P 1.061 -3.926 1.794
O -0.643 2.203 0.159
O -6.160 -1.795 2.965
O -5.848 5.783 0.215
O 7.947 -4.112 -1.174
O -4.249 5.614 -1.656
O -4.826 -2.683 1.096
O -8.350 -3.861 7.530
O 10.024 -4.474 -2.464
O -7.789 -6.083 6.545
O 9.279 -2.173 -2.003
O -1.629 9.298 -2.716
O -3.630 4.766 0.534
O 0.100 7.555 -2.484
O 3.141 2.759 -0.033
O -5.655 -0.325 1.044
O 5.371 0.695 1.040
O -7.232 -2.208 0.826
O 0.747 9.943 -2.819
O -6.114 -4.835 7.861
O -5.323 3.566 -0.802
O 3.931 -2.903 2.946
O 8.051 -3.612 -3.585
O -0.298 8.674 -4.650
O 0.630 -4.936 0.492
O -6.750 -4.030 5.660
N -2.336 0.607 -0.155
N 5.147 -1.590 1.352
C 0.975 -0.257 -0.526
C -5.482 -3.491 6.052
C 4.024 -2.214 1.975
C 4.682 -0.277 0.957
C 5.587 -4.937 0.874
C -2.288 9.672 -3.929
C 2.322 0.302 -0.312
C -4.963 -4.451 7.104
C 1.475 -2.310 0.951
C 2.787 -1.749 1.140
C -1.682 8.776 -4.992
C 5.290 -3.725 -0.085
C 2.996 2.017 -2.491
C -7.557 -2.052 3.132
C -0.075 0.498 -1.409
C 8.959 -4.189 -4.527
C 9.812 -5.140 -3.711
C 3.208 -0.484 0.516
C -2.751 0.679 1.259
C -2.972 6.124 -1.255
C -2.468 5.140 -0.217
C 3.578 0.782 -3.305
C -1.060 1.203 -0.385
C -7.972 -2.814 1.890
C -3.374 1.099 -1.089
C 5.941 -2.363 0.373
C 0.563 -1.542 0.072
B 2.833 1.695 -0.917
H -1.716 5.578 0.437
H -3.365 9.540 -3.837
H 6.128 -1.773 -0.568
H -4.540 -5.349 6.647
H 0.387 1.259 -2.075
H 3.651 2.928 -2.591
H -3.769 0.222 1.358
H 10.764 -5.358 -4.192
H 4.694 0.833 -3.209
H -2.304 6.204 -2.110
H 4.197 -3.624 -0.333
H -8.075 -1.092 3.199
H -9.042 -2.750 1.701
H -4.817 -3.412 5.194
H 6.669 -5.019 1.151
H -7.677 -3.864 1.953
H 8.416 -4.695 -5.323
H -2.961 1.635 -1.979
H -3.923 0.194 -1.480
H -2.117 7.774 -4.960
H 3.275 -0.196 -2.846
H -2.668 1.694 1.720
H -4.218 -3.990 7.750
H 3.251 0.814 -4.372
H -2.061 4.241 -0.685
H 6.969 -2.623 0.747
H -0.671 -0.274 -1.960
H -2.066 -0.004 1.841
H 1.464 -5.358 0.215
H -7.732 -2.621 4.042
H 4.050 3.035 -0.258
H 5.016 -4.906 1.834
H 5.243 -5.867 0.341
H 9.283 -6.075 -3.512
H -2.067 10.724 -4.124
H -1.797 9.188 -5.993
H 2.015 2.316 -2.959
H 5.779 -3.986 -1.058
H 9.561 -3.383 -4.954
H -5.652 -2.496 6.472
H -3.125 7.115 -0.819
H -4.143 1.753 -0.614
*
```

calculated total energy = -8435.772095 Eh
LUMO = -0.54 eV
HOMO = -8.5396 eV



[2]
C27H42Br10N2O2Si | the ωB97M-V functional and the def2-TZVPD basis

ORCA input file:
```
! RIJCOSX wB97M-V def2-TZVPD def2/J DEFGRID3
* xyz 0 1
Br -2.118 1.189 5.492
Br -5.957 2.689 4.303
Br -3.744 -0.140 2.672
Br 6.731 -4.063 -1.745
Br -7.943 5.724 3.607
Br 8.039 -7.524 -1.849
Br -4.327 2.160 -2.031
Br -4.241 3.930 1.209
Br -1.663 4.487 7.084
Br -5.999 -1.136 5.417
Si -0.866 -1.087 -1.076
O 5.343 1.611 -3.930
O -1.048 -1.865 -2.591
N 2.365 1.474 -6.830
N 4.148 -1.827 -5.404
C 4.132 -0.535 -1.133
C -3.320 4.333 -0.460
C 4.519 1.138 -3.161
C 3.052 1.697 -3.214
C 5.888 -2.148 -0.258
C 2.090 0.926 -4.205
C -2.612 -1.120 -0.262
C 0.676 -1.326 -4.375
C 0.298 -1.963 0.149
C 6.262 -5.550 -2.924
C -6.678 5.362 5.043
C 5.013 0.050 -2.168
C 4.524 -1.597 -0.190
C 6.237 -6.861 -2.179
C 3.229 -1.337 -4.919
C 2.113 -0.656 -4.063
C 6.414 -0.470 -2.204
C -5.497 4.569 4.546
C -4.202 4.067 -1.652
C 0.194 -2.277 -3.175
C -4.325 -1.913 3.226
C -2.198 1.686 7.373
C -2.863 3.025 7.555
C -0.420 0.776 -1.204
C 6.819 -1.541 -1.264
C -5.774 -1.908 3.641
C 2.300 1.319 -5.693
H -3.113 3.191 8.604
H -2.423 -1.120 0.858
H 5.755 -7.635 -2.778
H 5.270 -5.306 -3.304
H -0.040 -0.485 -4.570
H 5.741 -6.796 -1.212
H -0.007 -3.280 -3.669
H -5.108 4.926 3.596
H -4.695 4.571 5.285
H -7.231 4.860 5.835
H 7.859 -1.945 -1.323
H -1.179 1.655 7.753
H 0.293 -3.079 0.029
H 1.350 -1.576 -0.024
H -2.402 3.749 -0.465
H -3.774 4.508 -2.552
H -1.306 1.365 -1.596
H 6.150 -2.970 0.447
H -3.651 -2.236 4.017
H 6.974 -5.539 -3.747
H -3.070 5.393 -0.397
H 7.172 -0.066 -2.930
H 0.019 -1.677 1.204
H 3.084 -0.127 -1.068
H 0.837 -1.969 -5.286
H -3.760 3.144 6.950
H -6.359 6.344 5.395
H -3.081 -2.122 -0.494
H 1.035 1.249 -3.946
H -0.303 1.122 -0.126
H -4.179 -2.546 2.350
H -5.220 4.432 -1.523
H -2.783 0.900 7.851
H 3.128 2.758 -3.604
H 1.033 -2.458 -2.447
H 2.612 1.769 -2.179
H -3.246 -0.243 -0.554
H 3.733 -1.950 0.524
H -6.153 -2.927 3.725
H -6.413 -1.342 2.966
H 0.529 0.982 -1.768
H 2.325 -0.888 -2.985
*
```

calculated total energy = -27343.550732 Eh
LUMO = -0.42 eV
HOMO = -8.8568 eV



[3]
C27H42BrFN3O13P2 | the ωB97M-V functional and the def2-TZVPD basis

ORCA input file:
```
! RIJCOSX wB97M-V def2-TZVPD def2/J DEFGRID3
* xyz 1 1
Br -0.765 0.631 -3.605
P 2.593 2.603 -3.048
P -0.792 3.666 -3.565
F -4.221 -0.667 -3.822
O -3.717 -1.827 -1.929
O -7.844 -1.464 3.019
O 0.191 3.623 -5.004
O 2.644 1.938 -4.444
O 4.171 2.375 -2.358
O 1.492 4.121 -0.529
O 5.788 -4.494 0.525
O 1.293 0.520 -1.905
O -6.787 -1.889 1.116
O -1.623 -0.266 -0.581
O -2.659 3.499 2.885
O 5.124 -6.380 1.484
O 2.578 4.311 -3.351
N -3.556 0.603 -1.792
N 0.494 2.133 0.539
N 3.462 -0.237 -0.677
C -6.100 -3.843 -0.160
C -1.428 3.937 0.661
C 3.039 -0.914 3.124
C 0.905 2.432 1.982
C -6.322 -3.269 3.095
C -0.319 2.237 -2.421
C 1.193 1.998 -1.944
C 6.176 -3.723 -0.623
C 4.990 -2.979 -1.201
C 1.792 0.022 2.831
C -2.839 3.812 1.487
C 1.475 2.658 -0.470
C 2.826 -2.408 3.517
C -0.943 2.449 0.243
C 0.164 -2.057 3.319
C -3.792 -0.696 -2.441
C -1.440 2.149 -1.249
C 1.373 -3.016 3.646
C 2.145 1.552 2.485
C -2.193 0.701 -1.188
C 4.791 -6.268 -0.854
C -7.022 -2.124 2.421
C 5.269 -5.735 0.467
C 0.341 -0.545 2.921
C -0.367 5.395 -2.845
C 2.437 0.041 -1.271
C -5.712 -2.477 0.367
H -2.277 2.893 -1.557
H -4.790 -2.497 0.955
H 4.843 2.783 -2.954
H -6.313 -4.542 0.652
H 3.060 1.549 1.800
H 3.484 4.681 -3.252
H 2.497 2.029 3.484
H -5.351 -3.508 2.664
H -1.555 1.747 0.942
H -6.964 -4.151 3.064
H -3.462 3.038 0.900
H 3.722 -6.072 -0.954
H 4.963 -7.346 -0.874
H 1.245 -4.108 3.962
H 1.216 3.534 2.012
H -1.726 4.542 -0.285
H -7.008 -3.775 -0.764
H -0.645 4.565 1.205
H -0.583 0.106 2.710
H 3.695 -3.120 3.731
H 6.684 -4.348 -1.362
H 4.530 -2.347 -0.439
H 2.546 2.415 -0.087
H -4.239 0.755 -1.024
H -2.089 2.698 2.901
H -6.135 -2.996 4.136
H -1.273 6.046 -3.180
H -0.373 5.441 -1.708
H 4.106 -0.471 3.059
H -3.359 4.835 1.314
H 0.575 1.083 0.475
H 0.538 5.885 -3.350
H -0.366 3.371 -5.775
H 0.022 2.202 2.679
H 6.916 -3.000 -0.271
H -0.892 -2.509 3.401
H 5.320 -5.858 -1.712
H -5.525 -1.809 -0.476
H 2.445 4.407 -0.516
H 5.300 -2.352 -2.040
H -5.299 -4.261 -0.773
H 4.215 -3.665 -1.551
*
```

calculated total energy = -5552.436962 Eh
LUMO = -3.65 eV
HOMO = -11.4256 eV



[4]
C27H42CeCl3N4O3SSi | the ωB97M-V functional and the def2-TZVPD basis

ORCA input file:
```
! RIJCOSX wB97M-V def2-TZVPD def2/J DEFGRID3
* xyz 0 2
Ce -0.319 -0.032 0.133
Cl -1.098 2.157 -1.330
Cl -2.439 0.383 1.531
Cl 1.393 1.058 1.718
S 3.508 0.091 -3.643
Si -4.037 -4.260 2.585
O -5.474 -3.865 3.332
O -1.326 -1.080 -1.715
O 0.123 -2.221 0.839
N 1.082 1.113 -3.289
N 2.015 -0.101 -1.480
N 0.555 -3.581 2.613
N -3.355 -0.161 -2.297
C -2.049 -0.341 -2.466
C 5.901 -1.485 -0.735
C -6.012 -4.660 6.872
C -2.994 -5.096 3.895
C 3.257 -0.683 -1.151
C 0.406 -2.380 2.079
C 5.534 -0.995 -1.988
C -6.925 -1.281 4.122
C -7.215 -2.715 4.461
C 4.949 -1.626 0.291
C -4.505 -5.587 1.347
C -6.685 -6.039 4.994
C -4.142 -1.124 -1.542
C 0.711 -3.759 4.054
C -4.017 1.081 -2.684
C -8.453 -3.213 4.573
C 3.628 -1.229 0.085
C -6.840 -6.896 7.261
C -5.983 -3.588 4.629
C 4.212 -0.611 -2.192
C 2.048 0.408 -2.705
C -9.688 -2.388 4.493
C -6.356 -5.677 7.761
C -6.981 -7.082 5.882
C 0.426 -4.755 1.761
C -3.389 -2.722 1.790
C -6.218 -4.823 5.494
H -7.346 -8.034 5.486
H -3.288 1.786 -3.095
H -5.060 -5.165 0.500
H 5.240 -2.041 1.254
H -1.581 0.208 -3.295
H -2.101 -5.571 3.467
H -5.139 -1.177 -1.992
H 0.581 -4.461 0.718
H -5.147 -6.347 1.817
H -9.893 -1.859 5.438
H -3.613 -6.097 0.958
H -6.674 -0.697 5.023
H 6.935 -1.762 -0.547
H 1.175 -5.492 2.053
H -4.800 0.868 -3.424
H -8.599 -4.285 4.720
H -6.079 -1.210 3.425
H -7.796 -0.810 3.657
H -2.676 -4.397 4.678
H -3.180 -1.954 2.545
H -7.124 -7.696 7.951
H -5.265 -2.956 5.163
H -5.621 -3.698 7.216
H 2.862 -1.279 0.859
H 0.875 -2.782 4.525
H 0.346 1.561 -2.711
H -2.469 -2.898 1.219
H -4.487 1.547 -1.805
H -4.235 -0.815 -0.492
H -3.659 -2.107 -1.580
H -6.827 -6.156 3.918
H -10.548 -3.040 4.296
H -9.651 -1.627 3.700
H -3.579 -5.888 4.387
H -4.149 -2.321 1.105
H -0.569 -5.213 1.866
H -6.263 -5.510 8.837
H 0.521 -1.504 2.729
H 6.237 -0.877 -2.811
H -0.185 -4.224 4.490
H 1.265 1.399 -4.244
H 1.571 -4.408 4.256
*
```

energy above the lowest of the compared OMol25 structures with the same formula, charge and spin = 0.0 kcal/mol
calculated total energy = -4042.489438 Eh
LUMO (alpha / beta) = 0.31 / 0.31 eV
HOMO (alpha / beta) = -8.0151 / -8.2125 eV



[5]
C27H42Cl3N4O3PtSSi | the ωB97M-V functional and the def2-TZVPD basis

ORCA input file:
```
! RIJCOSX wB97M-V def2-TZVPD def2/J DEFGRID3
* xyz -1 3
Pt 0.019 0.477 0.383
Cl -2.282 0.701 0.028
Cl -0.843 0.997 -3.624
Cl 0.832 2.236 -1.123
S 1.001 -1.489 4.479
Si -0.293 2.989 -3.257
O 2.230 0.350 0.574
O 0.189 2.186 1.649
O -0.034 -1.277 -0.855
N -0.051 -0.338 2.400
N 3.112 -1.239 -0.854
N 1.395 -2.114 1.859
N -0.026 4.408 1.695
C -1.755 1.123 3.481
C -1.222 -1.906 -3.268
C 0.759 -1.323 2.760
C -0.561 0.355 5.932
C -1.677 3.744 -2.191
C -0.742 5.644 1.404
C -0.416 3.236 1.223
C -0.986 -3.302 0.339
C -0.158 -0.219 4.728
C -0.409 -4.646 -3.944
C -1.033 -2.293 -0.826
C -2.139 1.742 4.664
C 3.704 -2.569 -0.948
C -0.970 -2.917 -2.221
C -2.034 -3.299 1.262
C -0.699 0.221 3.498
C 2.969 -0.653 0.336
C -2.141 -4.304 2.222
C -0.638 -4.175 -2.545
C 1.007 4.433 2.716
C -0.090 -5.281 1.423
C -1.533 1.365 5.876
C -1.162 -5.296 2.314
C -0.005 -4.307 0.424
C 1.539 3.590 -3.388
C 2.786 -0.595 -2.122
C -0.743 3.907 -4.964
H 2.316 2.936 -2.956
H -2.911 2.510 4.657
H 1.815 3.766 -4.437
H -1.348 5.526 0.500
H 4.221 -2.805 -0.011
H 1.274 5.482 2.875
H 0.922 -2.188 0.951
H -0.728 5.005 -4.847
H -1.829 1.850 6.803
H -0.618 -2.031 -4.174
H 0.610 -5.033 -4.059
H -2.800 -2.523 1.166
H -1.243 4.614 -1.687
H -0.576 -4.965 -1.802
H -2.284 -1.805 -3.541
H 1.889 -1.052 -2.564
H -1.229 -6.058 3.086
H 2.933 -3.340 -1.131
H -0.913 -0.978 -2.769
H -0.002 3.647 -5.732
H 1.584 4.547 -2.848
H -2.999 -4.313 2.890
H 1.784 -2.981 2.220
H -2.010 -1.787 -0.766
H 2.612 0.476 -1.984
H -2.267 1.293 2.541
H 3.632 -0.771 -2.802
H 3.558 -1.102 1.148
H -0.536 -3.872 -4.707
H 0.691 -6.048 1.490
H -0.029 6.461 1.259
H 0.627 4.024 3.664
H -1.074 -5.474 -4.218
H 4.417 -2.583 -1.786
H -0.096 0.003 6.854
H -1.400 5.936 2.235
H -1.248 3.213 0.506
H -1.742 3.623 -5.321
H -2.087 3.036 -1.456
H -2.495 4.090 -2.841
H 0.797 -4.351 -0.335
H 1.883 3.860 2.390
*
```

calculated total energy = -3686.438147 Eh
LUMO (alpha / beta) = 2.17 / 2.17 eV
HOMO (alpha / beta) = -2.7525 / -4.2457 eV